C19H43O2P3Sm as an isolated structure at a distorted geometry, computed with ωB97M-V/def2-TZVPD.

Results
net charge = +3
⟨S²⟩ = 8.76
spin multiplicity = 6
calculated total energy = -70240.398 eV
ΔE to the lowest compared entry with this formula, charge and spin = 0.00 kcal/mol

Geometry (Å):
1 Sm -0.06009 -0.34289 0.13049
2 P -1.91765 1.02324 1.93885
3 P -2.06909 -1.53125 -1.36130
4 P 0.01599 2.30860 -1.07802
5 H 4.34877 -0.21756 2.06531
6 C 4.29105 0.87400 2.15725
7 C 3.53541 1.42981 3.12151
8 H 3.01528 0.80961 3.86429
9 C -2.28550 -0.03321 3.38960
10 C -3.57718 1.43315 1.29003
11 C -1.33523 2.57576 2.72942
12 C -1.45155 -2.76968 -2.56904
13 C -3.29121 -2.47486 -0.39221
14 C -3.15782 -0.43471 -2.33643
15 C 1.18895 3.35619 -0.13625
16 C -1.46625 3.38429 -1.15714
17 C 0.64894 2.55018 -2.78412
18 H 4.81382 1.46893 1.40359
19 H 3.43362 2.51719 3.25249
20 H -1.39747 -0.18632 4.02053
21 H -2.66197 -1.01650 3.06926
22 H -3.06469 0.43775 4.00263
23 H -4.05152 0.53122 0.87961
24 H -3.50277 2.17180 0.48219
25 H -4.21034 1.83710 2.08967
26 H -0.28561 2.45316 3.03449
27 H -1.93771 2.80059 3.62022
28 H -1.39084 3.41867 2.02644
29 H -2.28135 -3.11177 -3.21096
30 H -1.01685 -3.64728 -2.06034
31 H -0.68830 -2.31544 -3.22010
32 H -3.92140 -3.07531 -1.06193
33 H -3.93245 -1.79868 0.18920
34 H -2.77556 -3.14333 0.31176
35 H -3.71948 -1.02787 -3.07107
36 H -2.53920 0.30754 -2.86090
37 H -3.86193 0.09781 -1.68108
38 H 1.68115 4.08399 -0.79379
39 H 1.95733 2.70915 0.31184
40 H 0.66663 3.88206 0.67055
41 H -1.27160 4.24012 -1.81992
42 H -1.74569 3.74046 -0.15831
43 H -2.29717 2.79875 -1.57239
44 H 0.67391 3.62155 -3.04290
45 H -0.00357 2.02151 -3.49317
46 H 1.65931 2.12538 -2.84225
47 C 2.36367 -1.64359 -1.94737
48 C 2.36578 -2.57795 -2.97709
49 C 3.01867 -2.22427 -4.16122
50 C 3.72197 -1.01820 -4.23212
51 C 3.81126 -0.16820 -3.12047
52 C 3.18390 -0.52706 -1.91557
53 O 1.31200 -1.70122 -0.98318
54 H 0.59178 -2.33447 -1.25833
55 H 1.85903 -3.53706 -2.84822
56 H 2.98648 -2.90696 -5.01276
57 H 4.22652 -0.76153 -5.16667
58 H 4.38384 0.76194 -3.19194
59 H 3.31299 0.05326 -1.00044
60 C 0.40833 -2.44319 4.26807
61 C 0.89935 -2.48630 2.83774
62 O -0.03556 -1.75707 1.94348
63 H 0.57329 -1.46205 4.73156
64 H 1.00285 -3.17340 4.82453
65 H -0.64514 -2.72816 4.38139
66 H 1.86432 -1.99719 2.69603
67 H 0.96689 -3.50201 2.43771
68 H -0.93335 -1.74825 2.34724

Cartesian forces (eV/Å) of the 3 atoms listed first:
0.69 1.27 0.90
-0.45 0.56 0.65
-1.62 -0.91 -0.85

Need the Mulliken charges? In units of e they are: 0.803 0.815 0.972 0.754 0.291 -0.581 -0.537 0.272 -1.353 -1.122 -1.145 -1.468 -1.237 -1.175 -1.170 -1.259 -1.230 0.303 0.293 0.282 0.401 0.527 0.275 0.260 0.478 0.312 0.471 0.301 0.491 0.422 0.447 0.444 0.338 0.358 0.456 0.350 0.342 0.431 0.268 0.369 0.460 0.368 0.313 0.486 0.407 0.314 0.713 -0.503 -0.571 -0.651 -0.633 -0.441 -0.439 0.135 0.552 0.437 0.438 0.495 0.628 -1.319 -0.036 -0.262 0.291 0.419 0.417 0.285 0.328 0.128